(1)
7
Properties=species:S:1:pos:R:3:forces:R:3 method="wB97M-V/def2-TZVPD" de_lowest_kj_mol=377.0 total_charge=0 homo_energy_ev="-9.2 / -9.2" smiles="C[N+]([O-])=S" orbital_gap_ha="0.2840 / 0.2792" e_tot_ev=-15454.9021
C -0.661 -0.175 0.036 -0.1 -1.6 -1.0
N 0.686 0.474 -0.073 2.8 -0.3 1.6
O 0.870 1.689 0.028 -0.9 -2.8 -0.7
S 2.046 -0.809 0.012 -2.4 2.8 -0.5
H -0.369 -1.253 0.239 -0.8 1.5 0.1
H -1.165 -0.202 -0.947 0.6 0.3 0.1
H -1.407 0.275 0.705 0.9 0.2 0.2

=====

(2)
90
Properties=species:S:1:pos:R:3:forces:R:3 method="wB97M-V/def2-TZVPD" de_lowest_kj_mol=195.4 total_charge=-1 homo_energy_ev=-2.0 orbital_gap_ha=0.1657 e_tot_ev=-100092.5534
Mg -0.875 -0.132 1.322 -0.5 -0.3 -0.1
S 1.579 -1.582 -0.077 0.0 -0.1 0.0
P 2.578 -0.660 1.344 0.2 0.0 0.1
C 1.635 0.294 2.500 -0.7 -0.1 -0.5
P 1.056 1.927 1.923 1.0 0.6 0.5
S 1.040 2.486 0.022 -0.1 -0.2 0.1
C -0.348 2.514 2.937 0.0 -0.2 -0.1
C -0.437 2.255 4.302 0.1 0.0 0.0
C -1.533 2.697 5.025 0.0 0.0 0.0
C -2.518 3.454 4.406 0.0 0.0 0.0
C -2.382 3.792 3.063 0.0 0.1 0.1
C -1.309 3.321 2.331 0.0 0.0 -0.1
C 2.366 2.999 2.721 0.0 0.0 -0.1
C 2.753 4.208 2.156 0.0 0.0 -0.1
C 3.713 5.003 2.764 0.0 0.1 0.0
C 4.298 4.605 3.957 0.0 0.0 0.0
C 3.909 3.407 4.539 0.0 0.0 0.0
C 2.954 2.615 3.923 0.0 -0.1 0.0
C 3.543 -1.866 2.319 0.0 0.0 -0.1
C 3.247 -2.238 3.622 -0.1 0.1 0.2
C 4.006 -3.210 4.260 0.0 0.0 0.0
C 5.065 -3.814 3.603 0.0 0.0 0.0
C 5.365 -3.446 2.297 0.0 0.0 0.0
C 4.605 -2.482 1.660 0.0 0.0 0.0
C 3.884 0.440 0.721 -0.1 0.0 0.0
C 4.771 1.014 1.625 0.0 -0.1 0.0
C 5.731 1.908 1.185 0.0 0.1 0.0
C 5.808 2.226 -0.165 0.0 0.0 0.0
C 4.934 1.643 -1.070 0.0 0.0 0.0
C 3.969 0.751 -0.627 0.0 0.0 0.0
H 0.339 1.689 4.801 0.0 0.0 0.0
H -1.614 2.450 6.075 0.0 0.0 0.0
H -3.376 3.794 4.970 0.0 0.0 0.0
H -3.125 4.417 2.584 0.0 0.0 0.0
H -1.211 3.541 1.274 0.0 0.0 0.0
H 2.310 4.508 1.215 0.0 0.0 0.0
H 4.011 5.934 2.297 0.0 0.0 0.0
H 5.055 5.220 4.426 0.0 0.0 0.0
H 4.360 3.082 5.469 0.0 0.0 0.0
H 2.685 1.662 4.364 0.0 0.0 0.0
H 2.421 -1.770 4.145 0.1 -0.1 0.0
H 3.762 -3.494 5.276 0.0 0.0 0.0
H 5.656 -4.571 4.104 0.0 0.0 0.0
H 6.190 -3.914 1.774 0.0 0.0 0.0
H 4.830 -2.204 0.636 0.0 0.0 0.0
H 4.700 0.769 2.678 0.0 0.0 0.0
H 6.407 2.368 1.895 0.0 0.0 0.0
H 6.545 2.941 -0.509 0.0 0.0 0.0
H 4.989 1.898 -2.120 0.0 0.0 0.0
H 3.260 0.304 -1.313 0.0 0.0 0.0
C -2.250 1.211 -2.666 0.0 0.0 0.0
C -3.586 0.578 -2.274 0.0 0.0 0.0
C -4.409 0.225 -3.515 0.0 0.0 0.0
C -3.407 -0.631 -1.384 0.0 0.0 0.0
C -2.466 -1.615 -1.682 0.0 0.0 0.0
C -2.268 -2.688 -0.831 0.0 0.0 0.0
C -2.996 -2.815 0.350 0.0 0.0 0.0
C -2.684 -3.923 1.317 0.0 0.0 0.0
C -3.964 -1.860 0.624 -0.1 -0.1 -0.1
C -4.168 -0.788 -0.236 0.0 0.0 0.0
H -2.407 2.213 -3.067 0.0 0.0 -0.1
H -1.747 0.623 -3.437 0.0 0.0 0.0
H -1.577 1.290 -1.810 0.0 0.0 0.0
H -4.149 1.318 -1.695 0.0 0.0 0.0
H -3.900 -0.546 -4.098 0.0 0.0 0.0
H -4.545 1.099 -4.154 0.0 0.0 0.0
H -5.393 -0.158 -3.241 0.0 0.0 0.0
H -1.865 -1.534 -2.578 0.1 0.0 0.0
H -1.510 -3.426 -1.067 0.1 0.0 0.0
H -3.413 -3.953 2.128 0.0 0.0 0.0
H -1.693 -3.774 1.753 0.0 0.0 0.0
H -2.685 -4.896 0.823 0.0 0.0 0.0
H -4.552 -1.936 1.531 0.0 0.0 0.0
H -4.905 -0.035 0.019 0.0 0.0 0.0
F -3.928 -3.712 8.172 0.0 0.0 0.0
C -3.021 -2.747 8.407 0.0 0.0 0.0
F -3.691 -1.733 9.004 0.0 0.0 0.0
F -2.177 -3.230 9.344 0.0 0.0 0.0
C -2.303 -2.306 7.170 0.0 0.0 0.0
C -1.217 -1.443 7.295 -0.1 0.0 0.1
C -0.548 -1.013 6.168 0.0 0.0 0.0
C -0.947 -1.431 4.891 -0.2 -0.1 -0.1
C -2.045 -2.284 4.787 0.0 0.0 0.0
C -2.716 -2.726 5.913 0.0 0.0 0.1
C -0.251 -0.977 3.715 0.5 0.1 0.0
C 0.807 -0.464 3.306 -0.3 0.4 0.2
H -0.901 -1.112 8.276 0.0 0.0 0.0
H 0.302 -0.349 6.256 0.0 0.0 0.0
H -2.366 -2.590 3.802 0.0 0.0 0.0
H -3.559 -3.396 5.816 0.0 0.0 0.0

=====

(3)
122
Properties=species:S:1:pos:R:3:forces:R:3 method="wB97M-V/def2-TZVPD" de_lowest_kj_mol=35.3 total_charge=-2 homo_energy_ev=-2.5 orbital_gap_ha=0.2279 e_tot_ev=-79291.5942
Y 0.092 -0.253 4.014 -0.3 1.0 -1.1
C 3.773 -0.130 3.458 0.2 0.0 0.2
O 2.506 -0.178 2.800 -0.1 0.0 -0.1
C 2.645 -0.169 1.428 -0.1 0.1 -0.2
C 2.655 -1.375 0.728 0.0 0.2 0.2
C 2.379 -2.690 1.423 0.0 0.0 0.1
C 1.050 -3.236 0.970 -0.1 0.2 0.1
C 0.970 -4.238 0.022 0.0 0.0 0.0
C -0.240 -4.704 -0.490 0.0 -0.1 0.0
C -1.397 -4.115 0.007 0.0 -0.1 -0.1
C -1.364 -3.106 0.955 0.1 0.2 0.2
C -2.625 -2.420 1.419 0.1 -0.1 0.1
C -2.784 -1.086 0.726 -0.1 0.1 0.1
C -3.036 -1.039 -0.637 -0.1 0.1 0.1
C -3.155 0.160 -1.331 0.1 0.0 -0.1
C -2.936 1.337 -0.628 -0.1 0.0 0.0
C -2.687 1.340 0.740 0.0 -0.1 0.2
C -2.409 2.640 1.464 0.1 0.0 0.1
C -1.056 3.180 1.071 0.1 -0.2 0.1
C -0.967 4.179 0.112 0.1 0.0 -0.1
C 0.248 4.638 -0.380 0.0 0.0 0.0
C 1.393 4.039 0.145 -0.1 0.1 0.0
C 1.350 3.049 1.105 0.0 -0.1 0.0
C 2.616 2.354 1.534 0.0 0.0 0.1
C 2.769 1.054 0.775 0.0 -0.2 0.2
C 2.976 1.051 -0.601 0.1 0.0 0.1
C 3.067 -0.130 -1.322 -0.1 -0.1 0.0
C 2.867 -1.329 -0.641 0.1 0.1 0.0
C 3.338 -0.162 -2.823 0.0 0.0 -0.1
C 4.608 -0.980 -3.095 0.0 0.0 0.0
C 3.533 1.235 -3.415 0.0 0.0 0.1
C 2.149 -0.816 -3.532 0.1 -0.1 -0.1
C 0.109 2.587 1.625 0.1 0.4 -0.2
O 0.061 1.691 2.562 -0.2 -0.5 0.1
C 0.378 5.710 -1.455 0.0 0.1 0.0
C 1.184 6.897 -0.907 0.0 0.0 -0.1
C -0.979 6.235 -1.926 0.0 0.0 0.0
C 1.102 5.126 -2.678 0.0 0.1 0.0
C -2.653 0.121 1.412 0.1 0.0 -0.2
O -2.475 0.113 2.780 0.1 0.1 -0.1
C -3.677 0.388 3.485 -0.2 0.0 0.1
C -3.482 0.130 -2.822 0.0 0.0 -0.1
C -3.602 1.530 -3.423 0.0 0.0 0.0
C -2.367 -0.610 -3.568 -0.1 -0.1 0.0
C -4.816 -0.600 -3.041 0.1 0.0 0.0
C -0.133 -2.632 1.468 -0.2 -0.6 -0.2
O -0.108 -1.699 2.366 0.2 0.6 0.4
C -0.239 -5.796 -1.556 0.0 0.0 0.0
C 0.523 -5.300 -2.794 0.0 -0.1 0.0
C 0.445 -7.059 -1.012 0.0 0.1 -0.1
C -1.651 -6.181 -2.000 0.0 0.0 0.0
H 4.413 0.606 2.962 0.0 0.0 0.0
H 3.589 0.163 4.487 0.1 0.0 -0.1
H 4.248 -1.116 3.437 -0.1 0.1 0.0
H 3.174 -3.403 1.182 0.0 0.0 0.0
H 2.363 -2.543 2.504 0.1 0.0 0.0
H 1.902 -4.670 -0.329 0.1 0.0 0.0
H -2.371 -4.439 -0.344 0.0 0.0 0.0
H -3.494 -3.049 1.199 0.0 0.0 0.0
H -2.569 -2.264 2.498 -0.1 0.0 0.0
H -3.140 -1.981 -1.162 0.0 -0.1 0.0
H -2.963 2.294 -1.133 0.0 0.0 0.0
H -3.184 3.370 1.208 0.0 0.0 0.0
H -2.438 2.480 2.540 -0.1 0.0 0.0
H -1.898 4.591 -0.262 0.0 0.0 0.0
H 2.372 4.352 -0.207 0.0 0.0 0.0
H 3.479 2.999 1.333 -0.1 0.0 0.0
H 2.571 2.153 2.605 0.0 0.0 0.0
H 3.071 2.007 -1.098 0.0 0.0 0.0
H 2.868 -2.266 -1.183 0.0 -0.1 0.0
H 5.465 -0.536 -2.587 0.0 0.0 0.0
H 4.499 -2.003 -2.739 0.0 -0.1 0.0
H 4.819 -1.013 -4.166 0.0 0.0 -0.1
H 4.382 1.746 -2.959 0.0 0.0 0.0
H 3.723 1.157 -4.488 0.0 0.0 0.0
H 2.647 1.854 -3.274 0.0 0.0 0.0
H 1.972 -1.825 -3.165 0.0 -0.1 0.0
H 1.248 -0.238 -3.351 -0.2 0.1 0.0
H 2.322 -0.864 -4.610 0.0 0.0 -0.1
H 0.680 7.331 -0.043 0.0 0.0 0.0
H 2.175 6.578 -0.589 0.1 0.0 0.0
H 1.301 7.673 -1.669 0.0 0.0 0.0
H -1.534 6.693 -1.107 0.0 0.0 0.0
H -0.833 6.992 -2.701 0.0 0.0 0.0
H -1.588 5.434 -2.347 0.0 0.0 0.0
H 2.095 4.765 -2.413 0.1 0.0 0.0
H 0.540 4.284 -3.085 0.0 0.0 0.0
H 1.211 5.882 -3.461 0.0 0.0 0.0
H -4.224 1.214 3.019 0.1 0.0 0.0
H -4.322 -0.501 3.495 0.0 0.1 0.0
H -3.393 0.664 4.496 0.0 0.0 0.0
H -2.667 2.083 -3.325 0.0 0.0 0.0
H -3.839 1.454 -4.486 0.0 0.0 0.0
H -4.393 2.105 -2.940 0.0 0.0 0.0
H -1.424 -0.089 -3.434 0.2 0.1 0.0
H -2.238 -1.625 -3.194 0.0 -0.1 0.0
H -2.587 -0.660 -4.637 0.0 0.0 0.0
H -5.623 -0.087 -2.515 0.0 0.0 0.0
H -5.061 -0.635 -4.105 0.0 0.0 0.0
H -4.771 -1.623 -2.670 0.0 0.0 0.0
H 1.549 -5.036 -2.543 0.1 0.0 0.0
H 0.548 -6.072 -3.568 0.0 0.0 0.0
H 0.042 -4.411 -3.204 0.0 0.0 0.0
H 1.475 -6.853 -0.724 0.1 0.0 0.0
H -0.079 -7.425 -0.129 0.0 0.0 0.0
H 0.454 -7.852 -1.766 0.0 0.0 0.0
H -2.179 -5.325 -2.422 0.0 0.0 0.0
H -1.598 -6.957 -2.767 0.0 0.0 0.0
H -2.237 -6.568 -1.166 0.0 0.0 0.0
O -1.414 2.077 4.789 0.1 -0.2 -0.1
H -0.855 2.255 4.001 0.0 0.1 0.1
H -0.815 2.003 5.551 0.0 0.0 0.0
O 0.442 1.056 6.594 -0.2 -0.2 0.0
N 1.535 1.518 6.184 -0.1 0.1 0.4
O 2.373 1.954 6.957 0.1 0.0 -0.1
O 1.712 1.530 4.939 0.0 -0.2 -0.4
I -1.346 -3.113 6.382 -0.1 0.0 0.0
C -1.716 -1.203 5.379 -0.1 -0.2 0.2
H -2.035 -0.570 6.215 0.0 0.0 0.0
H -2.622 -1.464 4.828 0.0 0.0 0.0
N 2.557 -2.219 5.590 0.0 0.0 0.0
C 1.690 -1.572 5.172 0.6 -0.6 0.4